1) Entry from the OMol25 dataset: a 12-piece molecular cluster, C24H72O12S12 overall (wB97M-V/def2-TZVPD).

```
! RIJCOSX wB97M-V def2-TZVPD def2/J DEFGRID3
* xyz 0 1
C -3.993 -7.216 -0.535
S -2.502 -6.753 0.452
O -1.715 -8.035 0.657
C -1.634 -5.809 -0.823
H -4.911 -7.307 0.046
H -3.849 -7.984 -1.296
H -4.190 -6.301 -1.094
H -0.630 -5.474 -0.559
H -2.216 -4.923 -1.078
H -1.630 -6.531 -1.639
C -7.255 0.232 -2.248
S -5.553 -0.295 -1.813
O -4.866 1.032 -1.416
C -5.950 -1.173 -0.233
H -7.602 0.626 -1.293
H -7.918 -0.597 -2.495
H -7.555 1.014 -2.946
H -5.061 -1.484 0.314
H -6.514 -2.047 -0.557
H -6.524 -0.544 0.448
C 5.707 2.278 1.852
S 5.760 1.462 0.199
O 7.212 1.010 0.077
C 4.774 0.013 0.805
H 4.686 2.609 2.043
H 6.280 3.169 1.594
H 6.117 1.788 2.736
H 5.371 -0.479 1.573
H 4.561 -0.707 0.016
H 3.760 0.298 1.083
C -6.597 5.156 4.907
S -5.948 5.487 3.237
O -4.882 6.555 3.468
C -5.064 3.854 3.055
H -7.276 5.965 5.179
H -5.849 5.170 5.699
H -7.202 4.252 4.979
H -4.521 3.907 2.112
H -5.821 3.071 3.006
H -4.437 3.674 3.929
C -4.268 5.912 -2.339
S -3.401 6.248 -4.009
O -2.753 7.646 -3.917
C -2.076 5.025 -4.063
H -3.613 6.237 -1.531
H -4.330 4.831 -2.217
H -5.241 6.381 -2.190
H -1.592 4.856 -3.101
H -1.287 5.414 -4.706
H -2.596 4.152 -4.457
C 2.848 -7.317 5.297
S 1.990 -5.748 4.926
O 3.072 -4.771 5.088
C 1.913 -6.072 3.110
H 3.302 -7.470 6.276
H 3.760 -7.391 4.705
H 2.230 -8.191 5.093
H 2.928 -6.024 2.714
H 1.436 -5.231 2.606
H 1.527 -7.038 2.786
C -0.383 8.181 2.593
S -0.030 6.411 2.819
O 1.472 6.149 2.825
C -0.729 6.245 4.521
H -0.142 8.503 1.580
H 0.250 8.686 3.323
H -1.415 8.472 2.788
H -0.435 5.310 4.998
H -1.818 6.307 4.521
H -0.436 7.164 5.027
C 0.135 0.319 -1.180
S -0.593 -0.241 0.422
O 0.302 -1.363 0.968
C -0.265 1.297 1.453
H 1.132 0.756 -1.121
H -0.573 1.004 -1.647
H -0.032 -0.530 -1.843
H -0.914 1.358 2.327
H -0.668 2.128 0.874
H 0.809 1.335 1.635
C -0.705 0.520 -8.587
S -1.036 0.057 -6.823
O -2.560 -0.120 -6.906
C -0.142 -1.648 -6.861
H -0.595 -0.308 -9.288
H 0.188 1.133 -8.463
H -1.487 1.200 -8.925
H 0.930 -1.616 -7.057
H -0.635 -2.282 -7.598
H -0.440 -2.185 -5.961
C 5.122 -0.676 -4.769
S 5.276 0.614 -6.054
O 4.016 0.615 -6.881
C 5.180 2.114 -5.019
H 4.942 -1.600 -5.318
H 4.295 -0.370 -4.128
H 6.038 -0.644 -4.180
H 6.058 2.300 -4.401
H 4.210 2.063 -4.524
H 5.161 3.035 -5.602
C 5.038 -5.166 -1.305
S 3.620 -5.396 -2.475
O 3.092 -4.061 -2.935
C 4.598 -6.288 -3.858
H 5.930 -4.718 -1.743
H 5.253 -6.145 -0.875
H 4.827 -4.626 -0.383
H 5.295 -5.555 -4.264
H 3.960 -6.717 -4.631
H 5.190 -7.142 -3.530
C 0.650 -1.102 8.220
S 0.830 -0.225 6.642
O 0.220 1.150 6.646
C 2.641 -0.081 6.499
H 1.432 -1.840 8.395
H -0.274 -1.679 8.239
H 0.715 -0.483 9.115
H 3.044 0.807 6.987
H 2.853 0.139 5.452
H 3.190 -0.985 6.760
*
```

The calculation puts the gap between HOMO and LUMO at 0.3145 hartree. For the LUMO energy, the calculation gives 0.04 eV.

=====

2) Entry from the OMol25 dataset: a 12-piece molecular cluster, C24H72O12S12 overall (wB97M-V/def2-TZVPD).

```
! RIJCOSX wB97M-V def2-TZVPD def2/J DEFGRID3
* xyz 0 1
C 3.151 -3.881 2.335
S 1.550 -4.526 2.309
O 1.693 -6.010 2.803
C 0.611 -3.608 3.537
H 3.051 -2.745 2.460
H 3.822 -4.101 1.483
H 3.790 -4.080 3.173
H -0.489 -3.779 3.589
H 0.684 -2.547 3.167
H 1.043 -4.008 4.377
C 4.387 0.005 -5.755
S 4.365 -0.411 -4.011
O 2.872 -0.460 -3.602
C 4.730 -2.211 -3.943
H 4.026 0.888 -6.046
H 3.536 -0.659 -6.073
H 5.354 -0.231 -6.091
H 3.861 -2.767 -4.455
H 5.055 -2.583 -3.050
H 5.551 -2.130 -4.477
C -3.709 3.137 1.956
S -5.413 3.370 1.413
O -5.356 3.344 -0.145
C -6.067 1.693 1.800
H -3.703 3.001 2.903
H -3.332 3.815 1.636
H -3.292 2.070 1.557
H -6.690 1.237 1.082
H -6.635 1.757 2.662
H -5.189 1.210 2.023
C -3.471 0.857 -3.350
S -4.733 0.204 -2.255
O -4.858 -1.340 -2.638
C -3.678 0.268 -0.861
H -3.757 0.937 -4.406
H -2.844 0.013 -3.430
H -2.898 1.658 -3.166
H -2.674 0.142 -0.949
H -4.139 -0.399 -0.105
H -3.775 1.240 -0.283
C -4.298 -1.984 5.619
S -3.992 -0.821 4.282
O -3.834 0.542 4.989
C -2.386 -1.343 3.884
H -5.293 -1.832 6.122
H -3.356 -1.547 6.153
H -4.398 -2.979 5.423
H -2.449 -2.344 3.818
H -1.649 -1.380 4.693
H -2.009 -0.907 2.826
C 2.182 0.269 -0.475
S 0.559 -0.413 -0.151
O 0.838 -1.559 0.798
C -0.403 0.785 0.737
H 2.797 -0.433 -1.130
H 2.714 0.303 0.536
H 2.154 1.245 -1.014
H -1.463 0.329 0.857
H -0.317 1.677 0.178
H 0.152 1.038 1.548
C -2.819 -3.050 0.516
S -3.783 -3.487 -0.878
O -2.848 -4.389 -1.702
C -4.856 -4.675 0.008
H -2.425 -3.843 1.122
H -3.490 -2.472 1.278
H -2.201 -2.296 0.170
H -5.437 -4.205 0.944
H -4.018 -5.330 0.510
H -5.488 -4.991 -0.613
C 3.443 1.072 6.199
S 3.789 1.183 4.439
O 5.222 0.875 4.410
C 3.043 -0.304 3.978
H 2.380 0.872 6.531
H 3.774 1.966 6.729
H 3.939 0.284 6.663
H 1.952 -0.374 4.359
H 3.462 -1.363 4.321
H 2.941 -0.498 2.776
C 1.666 4.391 2.383
S 0.655 5.723 2.539
O 1.558 6.968 2.164
C -0.467 5.500 1.163
H 2.160 4.377 3.353
H 2.513 4.274 1.631
H 1.035 3.379 2.436
H -1.189 4.699 1.503
H -0.060 5.231 0.337
H -0.994 6.181 0.971
C -0.525 2.940 -4.606
S 0.244 1.582 -3.683
O -0.521 1.298 -2.365
C -0.295 0.235 -4.722
H -0.171 3.818 -4.008
H -1.579 2.663 -4.558
H -0.119 2.929 -5.537
H -1.160 0.279 -4.854
H -0.284 -0.769 -4.138
H 0.137 0.427 -5.696
C -0.069 -3.527 -2.953
S 0.511 -4.448 -1.531
O 0.373 -5.930 -1.807
C 2.280 -4.161 -1.785
H 0.208 -4.003 -3.821
H 0.443 -2.484 -2.955
H -1.229 -3.517 -3.191
H 2.679 -4.723 -0.953
H 2.508 -3.112 -1.694
H 2.560 -4.395 -2.765
C 2.849 4.078 -2.144
S 3.375 3.972 -3.835
O 2.907 5.352 -4.354
C 5.084 4.116 -3.447
H 1.613 4.065 -2.062
H 3.242 4.960 -1.610
H 3.007 3.214 -1.786
H 5.707 3.540 -4.193
H 5.368 3.818 -2.398
H 5.420 5.065 -3.653
*
```

The calculation puts the gap between HOMO and LUMO at 0.2898 hartree. For the LUMO energy, the calculation gives -0.16 eV.

=====

Which one is most stable, and which one is least stable? 1) is the most stable of them, while 2) is the least stable.

=====

1) Entry from the OMol25 dataset: a 3-piece molecular cluster, C4H12O4 overall (wB97M-V/def2-TZVPD).

```
! RIJCOSX wB97M-V def2-TZVPD def2/J DEFGRID3
* xyz 0 1
C -2.351 0.621 -1.867
C -1.082 0.012 -2.450
C -0.160 -0.293 -1.293
C 0.638 0.953 -0.870
O 0.626 2.082 -1.367
O 1.483 0.848 0.166
H -2.572 -0.039 -0.972
H -3.028 1.026 -2.512
H -2.030 1.632 -1.459
H -0.471 0.735 -3.030
H -1.175 -0.864 -3.253
H -0.551 -0.718 -0.279
H 0.474 -1.121 -1.640
H 1.377 0.084 0.804
O 1.832 2.149 3.603
H 1.225 2.939 3.432
H 2.672 2.549 3.580
O 0.876 -4.176 2.913
H 1.256 -4.992 3.115
H 0.960 -3.426 3.380
*
```

As for the structure (SMILES): CCCC(=O)O.O.O. The calculation puts the gap between HOMO and LUMO at 0.3935 hartree. For the LUMO energy, the calculation gives 0.39 eV.

=====

2) Entry from the OMol25 dataset: a 3-piece molecular cluster, C4H12O4 overall (wB97M-V/def2-TZVPD).

```
! RIJCOSX wB97M-V def2-TZVPD def2/J DEFGRID3
* xyz 0 1
O 2.393 0.104 -1.360
C 2.078 0.455 -0.238
C 0.792 -0.102 0.395
C 0.168 0.822 1.453
C -1.033 0.166 2.207
O -1.617 -0.963 1.612
H 2.649 0.996 0.512
H 0.020 -0.375 -0.368
H 1.101 -1.049 0.892
H 0.889 0.995 2.274
H 0.081 1.766 0.915
H -1.827 0.933 2.249
H -0.604 -0.255 3.121
H -1.864 -0.699 0.670
O -2.201 0.133 -0.684
H -2.207 1.092 -0.794
H -1.783 -0.262 -1.466
O 0.112 -0.559 -2.714
H 0.267 -0.830 -3.620
H 0.921 -0.240 -2.255
*
```

As for the structure (SMILES): O=CCCCO.O.O. The calculation puts the gap between HOMO and LUMO at 0.3731 hartree. For the LUMO energy, the calculation gives 0.55 eV.

=====

Which one is most stable, and which one is least stable? 2) is the most stable of them, while 1) is the least stable.